Here is a molecular structure, C24H24CaClN4O5 at a distorted geometry from OMol25. Energies are from ωB97M-V/def2-TZVPD.

The geometry in XYZ format:
```
59
Properties=species:S:1:pos:R:3:forces:R:3
Ca -0.571825 0.746269 -1.497056 0.224 0.459 -0.104
O 3.566405 5.048023 -0.791137 -0.611 -0.270 0.159
C 4.082424 4.206102 -1.668107 1.651 1.361 0.165
O 5.144457 4.427997 -2.232537 -1.246 -0.438 0.431
C 3.358708 2.960049 -1.892294 -2.145 -2.776 0.678
C 3.926560 1.755108 -2.334918 -1.658 0.138 -0.566
Cl 5.456560 1.401139 -2.960666 0.142 0.502 0.226
N 2.949112 0.778923 -2.437811 -0.741 1.856 0.263
N 1.674061 1.356726 -2.114023 2.548 -0.774 0.990
C 1.942319 2.578597 -1.607626 2.793 -1.058 -2.393
C 0.884798 3.241462 -0.818385 1.235 3.182 2.327
O 1.302289 4.112039 0.010635 -0.608 -1.387 -1.437
O -0.305903 2.895963 -0.925409 -1.031 -1.300 -0.545
C 3.190566 -0.594171 -2.791531 0.521 -1.086 -1.234
C 4.303731 -1.305756 -2.209106 -2.399 1.257 0.082
C 4.499380 -2.642714 -2.497839 -0.953 0.623 0.211
C 3.577786 -3.326950 -3.309709 1.110 0.488 0.104
C 2.650491 -2.604619 -4.029880 -0.913 0.305 -0.122
C 2.466493 -1.219540 -3.836128 0.001 -0.037 1.386
H 2.688051 4.710080 -0.369842 0.700 0.153 -0.480
H 4.778526 -0.793630 -1.378462 0.493 -0.255 -0.295
H 5.286589 -3.109853 -1.948531 0.300 -0.641 0.041
H 3.656684 -4.400909 -3.364347 -0.071 -0.095 -0.320
H 1.959406 -3.117121 -4.707240 0.381 0.157 0.178
H 1.645344 -0.706612 -4.355054 0.576 -0.085 0.145
C -6.077080 0.302402 -2.462400 1.539 -1.306 -1.264
N -5.083540 1.307044 -2.081515 -0.386 2.300 0.250
C -5.654870 2.614401 -1.602447 0.584 0.241 -0.297
C -3.796222 1.220564 -2.313379 1.530 -2.539 -0.521
N -2.689828 0.822038 -2.515184 -2.801 1.590 0.524
H -6.601669 0.551337 -3.418024 0.333 0.003 0.914
H -6.746234 0.164361 -1.627086 -0.304 -0.021 0.060
H -5.476943 -0.633435 -2.631836 -0.947 0.645 0.135
H -6.185218 3.181654 -2.392048 0.088 -0.741 0.136
H -4.801590 3.273371 -1.350332 -0.587 -0.444 0.428
H -6.356464 2.409887 -0.766787 0.701 0.240 -0.408
C -1.081577 -1.175550 6.562999 0.501 0.183 1.513
C -0.979560 -1.137712 5.079953 0.662 0.322 -0.661
C 0.017652 -0.357071 4.413675 -1.612 -1.516 0.581
C 0.392139 -0.601606 3.111723 -1.582 -0.594 0.390
C 1.611271 0.039024 2.619696 1.499 0.396 -2.578
C -0.408107 -1.523772 2.325876 -0.439 -0.051 3.081
C -0.215391 -1.652461 0.948462 -0.192 2.799 -3.140
O -0.102981 -0.597732 0.175923 -0.085 -3.735 2.007
C -1.517964 -2.224806 2.972253 0.803 1.600 -0.128
C -2.518340 -3.029703 2.197214 0.778 0.206 -1.289
C -1.792072 -1.965517 4.325954 0.371 -1.005 -0.993
H -2.102531 -1.094632 6.954210 0.094 -0.070 -0.301
H -0.490041 -0.383184 7.059821 -0.285 -0.221 -0.416
H -0.658918 -2.127108 6.992496 -0.412 0.694 -0.705
H 0.422738 0.442230 4.976433 0.995 0.433 0.454
H 2.577185 -0.502974 2.823452 -1.096 0.373 0.234
H 1.718979 1.085586 2.919600 -0.051 -0.262 0.281
H 1.543139 0.066703 1.501382 0.390 0.153 0.958
H -0.241604 -2.651845 0.481764 -0.107 0.378 -0.091
H -3.043900 -2.378637 1.424404 0.456 -0.926 1.041
H -3.203733 -3.448241 2.920757 -0.388 -0.237 -0.299
H -1.967557 -3.839577 1.656148 -0.730 0.399 0.280
H -2.602178 -2.551659 4.783857 0.378 0.439 -0.066
```
Positions in Å, forces in eV/Å.

Its molar mass is 524.010 g/mol. The energy above the lowest of the compared OMol25 structures with the same formula, charge and spin is 0.0 kcal per mole. Its total charge is +1. For the LUMO energy, the calculation gives -3.881 eV. The calculation puts the frontier orbital gap at 7.626 eV.



Here is a molecular structure, C24H24CoF3N4O3PS at a distorted geometry from OMol25. Energies are from ωB97M-V/def2-TZVPD.

The geometry in XYZ format:
```
61
Properties=species:S:1:pos:R:3:forces:R:3
Co -0.224924 1.485153 -1.954487 1.212 1.081 -0.263
O -1.251192 0.609386 -5.487117 -0.209 -0.012 0.178
S -0.890451 0.394885 -4.133989 0.545 0.141 -0.070
O 0.399864 1.072268 -3.695256 -0.708 -0.417 0.102
O -1.833393 0.805225 -3.048968 0.014 -0.042 -0.091
C -0.516918 -1.304948 -3.877980 -0.139 -0.162 -0.038
C -0.737696 -2.205114 -4.907676 0.027 0.078 0.104
C -0.442405 -3.544744 -4.703084 0.015 -0.040 0.015
C 0.049403 -3.970935 -3.478653 -0.008 -0.047 -0.027
C 0.259187 -3.064489 -2.450046 -0.014 0.110 -0.017
C -0.005418 -1.711473 -2.646932 0.051 -0.064 0.041
P 0.171416 -0.585549 -1.229930 -0.282 0.034 0.216
C -1.108413 -1.234972 -0.107233 0.103 0.044 0.000
C -0.788478 -1.834944 1.108638 -0.048 0.019 -0.011
C -1.795210 -2.378568 1.899300 0.062 0.034 -0.016
C -3.112680 -2.332393 1.475841 -0.018 -0.004 -0.010
C -3.431138 -1.752029 0.252491 -0.003 -0.009 -0.011
C -2.437501 -1.204929 -0.537940 0.034 -0.010 -0.026
C 1.756067 -0.842356 -0.430706 0.007 0.047 -0.072
C 2.802815 -1.523543 -1.041600 0.021 0.019 0.043
C 4.035226 -1.595902 -0.405627 -0.054 -0.014 -0.052
C 4.223283 -0.984029 0.822943 0.006 0.010 0.035
C 3.182524 -0.289035 1.428233 -0.034 0.006 -0.033
C 1.953389 -0.212995 0.800002 0.036 0.038 -0.022
H -1.128942 -1.848963 -5.849874 -0.009 0.008 -0.017
H -0.603658 -4.256283 -5.500946 -0.002 -0.008 0.000
H 0.266245 -5.018052 -3.316445 0.000 -0.003 -0.007
H 0.622419 -3.412148 -1.491042 0.007 -0.009 0.010
H 0.237566 -1.899701 1.439742 0.020 -0.010 0.016
H -1.540181 -2.847793 2.839988 0.004 -0.005 0.004
H -3.893141 -2.762130 2.089842 -0.005 0.000 0.000
H -4.457770 -1.730962 -0.087769 -0.003 0.007 -0.003
H -2.692078 -0.743330 -1.482686 -0.013 0.010 -0.003
H 2.669412 -1.979450 -2.012720 0.017 -0.005 -0.021
H 4.852300 -2.122062 -0.879436 0.001 -0.008 -0.010
H 5.188048 -1.038039 1.308951 0.004 -0.002 0.002
H 3.335466 0.202903 2.379343 -0.001 0.001 0.006
H 1.147610 0.351936 1.256589 -0.002 0.001 0.022
C 1.238492 2.837760 3.359052 -0.014 0.003 0.002
C -0.199956 2.780603 3.863339 0.024 -0.111 -0.004
C -0.664172 1.342369 4.084566 0.019 0.043 -0.008
C -1.157069 3.550281 2.953866 0.034 0.043 -0.009
N -1.331257 2.906826 1.644167 0.040 0.103 0.076
C -2.245630 2.005506 1.248434 -0.124 0.019 -0.036
N -1.999285 1.673774 0.010902 0.070 0.596 0.204
N -0.900453 2.399858 -0.319712 -0.911 -1.517 0.011
N -0.486036 3.127330 0.655883 -0.157 0.057 0.003
H 1.897542 2.316602 4.053403 0.011 0.005 0.003
H 1.589808 3.865544 3.265615 0.008 0.005 -0.002
H 1.342279 2.367604 2.378574 0.002 -0.002 0.004
H -0.249936 3.308265 4.820139 -0.004 0.000 -0.001
H -0.600934 0.753166 3.164122 0.008 -0.003 -0.001
H -1.693488 1.298021 4.446288 -0.009 -0.008 0.012
H -0.031346 0.852596 4.823721 -0.006 -0.008 0.003
H -0.788158 4.555605 2.760774 -0.034 0.005 -0.041
H -2.148535 3.620355 3.399395 -0.015 -0.011 -0.038
H -3.044177 1.630477 1.864740 -0.020 0.010 0.008
F 1.608248 3.192362 -0.677896 0.100 -0.072 0.193
C 1.479568 2.327670 -1.690326 0.141 0.019 -0.281
F 1.580595 3.074523 -2.814669 0.002 0.142 0.122
F 2.543247 1.523006 -1.638142 0.202 -0.136 -0.195
```
Positions in Å, forces in eV/Å.

Its molar mass is 595.449 g/mol. The energy above the lowest of the compared OMol25 structures with the same formula, charge and spin is 22.6 kcal per mole. Its total charge is +1. For the LUMO energy (spin up / spin down), the calculation gives -4.426 / -4.424 eV. The calculation puts the frontier orbital gap (spin up / spin down) at 7.993 / 7.995 eV.



Here is 2 unconnected molecules or ions with the total composition C24H24F3NO6S4 at a distorted geometry from OMol25. Energies are from ωB97M-V/def2-TZVPD.

The geometry in XYZ format:
```
62
Properties=species:S:1:pos:R:3:forces:R:3
C -7.305191 -1.860874 -5.498610 0.379 0.674 -0.132
O -6.696101 -0.554882 -5.586466 -0.175 -0.631 -0.073
C -5.349108 -0.438055 -5.458827 0.916 -0.280 0.187
C -4.847392 0.885949 -5.425196 -0.271 -0.736 0.093
C -3.511580 1.104427 -5.158980 0.060 -0.290 -0.022
C -2.642593 0.031285 -4.907704 0.204 -0.306 -0.288
C -1.163294 0.328667 -4.805795 0.984 0.133 0.349
C -0.284003 -0.390271 -3.923799 -1.703 -0.430 0.236
S 1.366205 -0.219727 -4.324329 0.017 0.206 -1.065
C 2.336866 -1.561783 -3.578308 -0.370 0.044 0.015
C 1.388288 -0.877238 -6.035454 0.686 0.017 0.154
O -0.700479 1.195168 -5.584600 -0.089 -0.348 0.156
C -3.114014 -1.281997 -5.053854 0.255 0.521 0.158
C -4.452334 -1.536336 -5.348730 -0.784 0.746 0.053
H -8.370814 -1.637641 -5.489117 0.061 -0.226 -0.002
H -7.055122 -2.473535 -6.375933 -0.033 0.124 0.204
H -7.017508 -2.386166 -4.576584 -0.006 0.197 -0.207
H -5.527550 1.715119 -5.607457 0.063 -0.213 0.097
H -3.119553 2.116143 -5.175700 0.043 -0.146 0.082
H -0.622479 -1.032940 -3.110705 0.318 0.017 -0.383
H 3.386745 -1.280527 -3.720814 -0.272 -0.109 -0.036
H 2.138873 -1.621796 -2.503973 -0.025 -0.084 -0.501
H 2.105587 -2.500475 -4.093762 0.038 0.173 0.308
H 2.430562 -0.783869 -6.356992 -0.159 -0.119 -0.196
H 1.066372 -1.928082 -6.018182 0.035 0.414 0.075
H 0.740004 -0.254745 -6.655982 0.084 -0.044 0.321
H -2.398506 -2.103885 -4.969185 -0.281 0.206 0.001
H -4.802736 -2.560125 -5.492524 0.090 0.349 0.136
F -1.367685 -0.314932 2.405805 0.815 0.396 0.620
C -0.371500 0.152557 3.206613 -0.165 -0.468 -0.054
F -0.931168 0.652066 4.333004 0.494 -0.511 -0.822
F 0.416893 -0.895064 3.561282 -0.670 0.730 -0.117
S 0.561422 1.413176 2.255305 -0.724 0.512 1.465
N 1.697705 1.786958 3.498538 -1.087 0.355 0.203
S 1.240402 3.054856 4.765516 0.471 -0.040 -0.067
C 1.251429 2.139275 6.325278 -0.194 0.018 0.067
C 0.173453 2.323148 7.195415 -0.048 0.018 -0.224
C 0.205551 1.733551 8.459955 0.316 -0.133 -0.112
C 1.301536 0.945458 8.836108 -0.028 0.055 -0.231
C 2.371523 0.754369 7.953817 -0.375 0.259 0.014
C 2.352349 1.380233 6.706643 0.172 -0.183 -0.045
O 2.346594 3.968459 4.763608 -0.479 -0.548 -0.066
O -0.100389 3.500601 4.494185 1.025 -0.673 -0.093
S 3.321969 1.623041 2.999086 0.864 0.134 -0.212
C 3.223452 0.135959 2.028246 0.948 -0.175 -0.444
C 3.669289 -1.085047 2.541598 -0.737 0.245 0.047
C 3.424801 -2.243633 1.800005 0.102 0.012 -0.095
C 2.770998 -2.164008 0.565784 0.061 0.102 0.206
C 2.450861 -0.919013 0.018277 0.313 0.027 0.107
C 2.793975 0.239749 0.701312 -0.228 -0.123 0.124
O 3.648365 2.707162 2.106039 -0.234 -0.642 0.668
O 4.098341 1.352431 4.186069 -0.361 0.355 -0.739
H -0.674844 2.922364 6.870724 0.154 -0.140 0.123
H -0.627510 1.884245 9.147712 0.252 -0.049 -0.219
H 1.322761 0.471467 9.817856 -0.047 0.143 -0.250
H 3.223290 0.127544 8.232212 -0.323 0.289 -0.085
H 3.190380 1.262509 6.031697 -0.087 0.024 0.058
H 4.150557 -1.108194 3.517561 -0.229 -0.073 -0.168
H 3.729076 -3.210315 2.206951 -0.080 0.310 -0.207
H 2.546356 -3.071537 0.008150 -0.025 0.138 0.191
H 1.913088 -0.824200 -0.924780 0.344 -0.042 0.329
H 2.697520 1.212962 0.222002 -0.273 -0.176 0.310
```
Positions in Å, forces in eV/Å.

Its molar mass is 607.719 g/mol. The energy above the lowest of the compared OMol25 structures with the same formula, charge and spin is 0.0 kcal per mole. Its total charge is 0. For the LUMO energy, the calculation gives -0.338 eV. The calculation puts the frontier orbital gap at 7.169 eV.



Here is a gas-phase ion, C24H24F6NO3 (charge +1) at a distorted geometry from OMol25. Energies are from ωB97M-V/def2-TZVPD.

The geometry in XYZ format:
```
58
Properties=species:S:1:pos:R:3:forces:R:3
C -3.406987 -3.731742 -2.859198 -0.155 -0.015 -0.201
C -3.305894 -3.579336 -1.369123 0.434 0.480 -0.105
O -2.616023 -2.251430 -1.127394 -1.418 -0.089 1.932
C -2.954940 -1.739813 0.086424 -0.186 -1.612 0.357
C -1.958147 -0.760504 0.678745 2.038 -0.881 -0.771
C -2.735910 0.364307 1.090535 0.262 2.303 0.350
N -2.669238 1.620444 0.679398 -0.972 -2.258 0.811
C -3.481451 2.589516 1.478140 -0.019 0.408 0.539
C -3.682302 3.939404 0.795176 0.121 0.411 -0.476
O -2.568204 4.351061 0.019419 0.194 -0.933 0.165
C -2.247743 3.430443 -1.014244 -0.463 0.799 -0.342
C -1.966915 1.988670 -0.555308 1.146 0.546 -0.279
O -3.903171 -2.102106 0.790529 1.509 0.761 -1.373
H -3.682472 -4.764468 -3.085020 0.054 0.090 -0.085
H -4.181510 -3.076614 -3.261852 -0.003 -0.063 0.050
H -2.475118 -3.480481 -3.365353 0.058 -0.178 0.100
H -4.309604 -3.622140 -0.889976 1.005 0.206 -0.136
H -2.584969 -4.285189 -0.916110 -0.695 0.080 -0.245
H -0.973252 -0.627370 0.263194 -0.447 0.696 -1.611
H -3.473171 0.151050 1.858483 -0.097 0.237 0.072
H -4.481731 2.158676 1.661563 0.554 -0.039 -0.028
H -2.975717 2.733298 2.457567 -0.153 -0.205 -0.700
H -4.603492 3.918510 0.182993 0.342 0.075 0.089
H -3.758610 4.723363 1.553965 -0.349 -0.291 -0.047
H -3.057984 3.431231 -1.768245 0.175 -0.027 0.295
H -1.352167 3.862224 -1.488564 -0.334 -0.438 0.093
H -0.881530 1.894838 -0.405008 -0.334 -0.122 0.205
H -2.241711 1.309548 -1.376393 -0.019 0.019 0.491
F 3.977800 -4.608505 -0.395426 -0.857 -0.375 0.254
C 2.890166 -5.296445 0.051992 0.892 -1.080 -0.343
F 2.401501 -6.026271 -0.987651 0.307 0.649 0.654
F 3.369934 -6.205149 0.960971 -0.543 0.895 -0.581
C 1.853595 -4.377866 0.636878 0.418 0.371 0.559
C 0.519556 -4.481699 0.290328 0.222 -0.929 -0.661
C -0.404129 -3.635067 0.826860 -0.547 1.059 0.549
C -0.007075 -2.572253 1.658586 0.506 -0.701 -0.638
C -1.053210 -1.630532 2.063488 -2.675 0.570 -0.810
C -0.779768 -0.596999 3.066957 -0.507 0.475 0.851
C 0.369520 0.197363 3.160791 0.684 0.001 -0.163
C 0.573824 1.011388 4.278024 -1.122 0.091 0.195
C -0.439586 1.120239 5.246377 0.875 -0.045 -0.260
C -0.239221 1.976498 6.472637 0.287 0.367 1.190
F -1.388222 2.614039 6.843804 0.899 -0.552 -0.367
F 0.155905 1.217883 7.558614 -0.422 0.835 -1.271
F 0.712404 2.933663 6.283752 -0.771 -0.837 0.139
C -1.603932 0.391902 5.110860 -0.938 0.312 0.463
C -1.792027 -0.429184 4.023857 0.154 -0.520 -0.167
C 1.332680 -2.544102 2.102166 -0.216 0.730 0.608
C 2.254288 -3.443471 1.601456 0.136 -0.512 -0.393
H 0.200437 -5.245997 -0.410998 0.106 0.001 0.123
H -1.473205 -3.771868 0.641294 0.498 0.041 -0.085
H -2.039339 -2.103784 2.133490 0.723 -0.551 1.580
H 1.162565 0.168908 2.388616 -0.639 -0.079 0.541
H 1.465319 1.598745 4.412832 0.218 0.026 -0.192
H -2.403810 0.477707 5.851971 0.360 0.021 -0.171
H -2.706375 -1.028362 3.924152 0.386 0.252 0.196
H 1.655971 -1.848259 2.905598 -0.313 -0.564 -0.865
H 3.292466 -3.440963 1.942027 -0.372 0.088 -0.082
```
Positions in Å, forces in eV/Å.

The SMILES is CCOC(=O)[C@@H](C=[N+]1CCOCC1)C(c1ccc(C(F)(F)F)cc1)c1ccc(C(F)(F)F)cc1. Its molar mass is 488.448 g/mol. Its total charge is +1. For the LUMO energy, the calculation gives -4.702 eV. The calculation puts the frontier orbital gap at 7.538 eV.



Q: What is the total charge in the first record?
A: +1